Formula: C6H10N
Source: OMol25
Level of theory: ωB97M-V with the def2-TZVPD basis set

Element x y z (Å)
C: -2.342550 0.771982 -1.003498
C: -1.035069 0.644589 -0.635442
C: 0.441061 0.875741 -0.593992
C: 1.280579 -0.155259 -1.263189
C: 0.884890 -1.158974 -0.217346
C: -0.056364 -0.178300 0.474556
N: 0.015901 0.178390 1.859185
H: -2.943592 0.192246 -0.326675
H: -2.558796 1.228199 -1.948724
H: 0.693837 2.004978 -0.591919
H: 2.369980 0.061911 -1.368507
H: 0.918836 -0.451269 -2.275552
H: 0.348747 -2.068561 -0.583518
H: 1.717063 -1.486678 0.478623
H: 0.310632 1.146812 2.185977
H: 0.785831 -0.475333 1.876970
H: -0.727510 -0.171946 2.547588

Atomic forces in eV per Å
C 4.07 -1.16 1.45
C 0.98 -1.79 1.04
C -2.02 3.19 -0.79
C 0.98 -0.56 -2.30
C -0.20 -2.62 1.39
C -2.97 4.45 -4.48
N -0.30 -0.42 2.90
H -1.06 0.15 -0.51
H -0.63 0.44 0.06
H -0.03 -1.94 0.70
H -0.89 -0.09 0.39
H 0.32 0.38 0.65
H 0.68 0.57 0.36
H -0.68 0.28 -0.75
H -0.36 -1.30 -1.02
H 1.19 -0.06 2.34
H 0.94 0.48 -1.42

orbital gap = 10.014 eV
multiplicity = 1
E = -288.95159 Ha
SMILES = C=C1[C@@H]2CC[C@@]12[NH3+]
net charge = +1

Results of the Löwdin charge analysis, in e, for atoms 1 through 4: atom 1 (C): 0.108, atom 2 (C): -0.069, atom 3 (C): -0.182, atom 4 (C): -0.139


Formula: C20H26FN5O3
Source: OMol25
Level of theory: ωB97M-V with the def2-TZVPD basis set

Element x y z (Å)
C: -0.151269 -1.410459 2.205484
C: 1.098771 -0.824119 1.561329
C: 1.962958 -0.183640 2.648297
N: 3.093867 0.520548 2.069653
C: 4.332120 -0.022937 2.123824
O: 4.598484 -1.032542 2.755631
C: 5.395117 0.652281 1.304871
N: 6.201116 1.554169 1.830292
N: 7.026593 1.889738 0.828552
C: 6.763838 1.232835 -0.316606
C: 5.694683 0.403458 -0.058536
C: 4.989196 -0.488837 -0.985859
C: 4.816422 -0.148018 -2.325235
C: 4.084796 -0.988030 -3.148554
N: 3.516846 -2.119203 -2.735628
C: 3.698107 -2.448110 -1.458242
C: 4.419738 -1.684689 -0.553390
C: 2.697768 1.641141 1.236070
C: 1.892518 1.141524 0.038557
C: 0.796692 0.088419 0.328792
N: -0.598244 0.561631 0.202546
C: -1.456290 -0.296227 -0.616185
C: -1.189697 1.721325 0.593926
O: -2.325414 2.001732 0.236877
C: -0.485571 2.713855 1.506410
O: -0.199055 2.122394 2.755290
C: 0.101507 3.086892 3.743051
C: 0.137789 2.431148 5.095342
F: -1.141626 2.058375 5.480690
H: -0.785626 -0.618911 2.607259
H: -0.743478 -1.999838 1.506683
H: 0.133919 -2.067418 3.029168
H: 1.700953 -1.645873 1.157757
H: 1.371809 0.523718 3.225938
H: 2.347463 -0.955276 3.310876
H: 7.760435 2.553080 1.002429
H: 7.353583 1.378231 -1.206163
H: 5.218425 0.777908 -2.716760
H: 3.935245 -0.731564 -4.191707
H: 3.242805 -3.378919 -1.136844
H: 4.542096 -2.020133 0.468383
H: 2.118837 2.319430 1.863518
H: 3.579954 2.179217 0.895850
H: 1.461533 1.977014 -0.515776
H: 2.605769 0.667314 -0.638419
H: 0.866180 -0.586228 -0.523727
H: -2.480705 -0.243607 -0.259751
H: -1.444968 0.021635 -1.662043
H: -1.102396 -1.321847 -0.556239
H: 0.420432 3.122374 1.041916
H: -1.201222 3.529708 1.625890
H: 1.077577 3.555993 3.548232
H: -0.659660 3.875657 3.743644
H: 0.758445 1.534047 5.088307
H: 0.524282 3.133265 5.836665

Atomic forces in eV per Å
C 0.00 -0.01 0.01
C 0.00 0.01 -0.01
C 0.00 -0.01 0.00
N -0.01 0.00 0.00
C 0.02 0.01 0.00
O -0.01 0.00 0.00
C -0.01 -0.02 0.00
N -0.01 0.01 0.00
N 0.00 -0.01 -0.01
C 0.00 0.00 0.00
C 0.01 0.01 -0.01
C -0.01 0.00 0.01
C 0.00 0.00 0.00
C 0.00 -0.01 0.00
N 0.00 0.00 0.00
C 0.00 0.00 0.00
C 0.00 0.01 0.00
C -0.01 -0.03 0.02
C 0.01 -0.01 -0.01
C 0.00 0.02 -0.05
N -0.01 -0.04 0.08
C 0.00 -0.01 0.00
C -0.04 -0.03 0.06
O 0.03 0.04 -0.06
C 0.01 0.02 -0.04
O -0.02 -0.02 0.01
C 0.01 0.00 0.00
C 0.00 0.00 0.00
F 0.00 0.00 0.00
H 0.00 0.00 0.00
H 0.00 0.00 0.00
H 0.00 0.00 0.00
H 0.01 0.00 0.00
H 0.00 0.01 0.00
H -0.01 0.00 0.00
H 0.00 0.00 0.01
H 0.00 0.00 0.00
H 0.00 0.00 0.00
H 0.00 0.00 0.00
H 0.00 0.00 0.00
H 0.00 0.00 0.00
H 0.01 0.02 0.00
H 0.00 0.00 -0.01
H 0.00 0.00 0.00
H 0.00 0.01 0.00
H -0.01 0.00 -0.01
H 0.01 -0.01 0.01
H -0.01 0.01 0.00
H 0.01 0.00 -0.01
H 0.00 0.00 0.01
H 0.00 0.00 0.01
H 0.00 0.00 0.00
H 0.00 0.00 0.00
H 0.01 0.00 -0.01
H 0.00 0.00 0.00

orbital gap = 9.695 eV
multiplicity = 1
E = -1377.07745 Ha
SMILES = C[C@@H]1CN(C(=O)c2n[nH]cc2-c2ccncc2)CC[C@@H]1N(C)C(=O)COCCF

Results of the Löwdin charge analysis, in e, for atoms 1 through 4: atom 1 (C): -0.043, atom 2 (C): -0.262, atom 3 (C): -0.101, atom 4 (N): -0.013


Formula: C2H8N4O
Source: OMol25
Level of theory: ωB97M-V with the def2-TZVPD basis set

Element x y z (Å)
C: 0.389596 -2.196338 2.115353
N: 0.769292 -1.220472 1.426293
C: 1.097772 -0.100612 0.971500
N: 0.361445 0.817784 0.309020
O: 1.085812 1.766846 -0.367061
N: -0.837540 0.547707 -0.292068
N: -0.713238 0.663339 -1.814253
H: 0.407891 -3.193307 1.646635
H: 0.021796 -2.142575 3.081216
H: 2.118333 0.134993 1.341854
H: 1.193676 2.568689 0.155988
H: -1.743053 1.076742 -0.134057
H: -0.646798 1.635265 -2.107788
H: -1.517524 0.197328 -2.161845
H: -0.022154 0.076724 -2.266468

Atomic forces in eV per Å
C 0.70 -1.05 -2.77
N -1.63 -0.54 0.20
C 1.71 -0.44 1.45
N -1.04 1.08 -0.35
O 0.56 0.01 -0.51
N -0.79 -0.80 -1.90
N 0.13 -0.41 1.76
H 0.25 0.33 0.22
H -0.72 0.64 2.01
H -0.46 0.74 -1.06
H -0.17 0.36 0.54
H 1.91 -0.06 0.75
H 0.12 0.21 -0.28
H -1.88 -0.07 -0.44
H 1.30 0.01 0.37

orbital gap = 11.062 eV
multiplicity = 1
E = -374.42874 Ha
SMILES = C=N/C=[N+](/O)N[NH3+]
net charge = +2

Results of the Löwdin charge analysis, in e, for atoms 1 through 4: atom 1 (C): 0.226, atom 2 (N): 0.139, atom 3 (C): -0.011, atom 4 (N): -0.157